1.
# C21H62O10

A cluster of 10 separate species, C21H62O10 in total (ωB97M-V with the def2-TZVPD basis set, the OMol25 dataset).

Results
M = 474.717 g/mol
relative energy (zero: lowest compared OMol25 entry of this formula, charge and spin) = 0.0 kJ/mol
E_tot = -1589.319718 Eh
E_LUMO (alpha / beta) = -2.486 / -8.865 eV
total charge = +1
orbital gap (alpha / beta) = 0.3463 / 0.1118 Eh
expectation value of S² = 0.75
E_HOMO (alpha / beta) = -11.9 / -11.9 eV
spin multiplicity = 2

Element x y z (Å)
C: 0.768 -0.246 -1.074
C: 0.480 -1.181 0.162
C: -0.440 -0.491 1.173
O: 0.011 -2.440 -0.253
H: 1.324 -0.740 -1.870
H: 1.354 0.639 -0.823
H: -0.188 0.198 -1.352
H: 1.463 -1.361 0.596
H: -1.408 -0.455 0.674
H: -0.142 0.520 1.451
H: -0.585 -1.038 2.104
H: -0.805 -2.271 -0.730
C: 0.166 3.257 0.314
C: -0.322 3.912 -0.970
C: 0.738 4.752 -1.759
O: -0.955 2.944 -1.836
H: -0.572 2.493 0.558
H: 0.184 3.933 1.168
H: 1.162 2.830 0.192
H: -1.037 4.661 -0.630
H: 1.558 4.067 -1.973
H: 1.144 5.614 -1.229
H: 0.332 5.097 -2.709
H: -0.345 2.630 -2.508
C: -2.889 -0.312 4.464
C: -3.527 0.005 3.100
C: -3.749 -1.250 2.249
O: -4.727 0.602 3.308
H: -3.524 -1.007 5.012
H: -2.764 0.575 5.084
H: -1.940 -0.830 4.324
H: -2.825 0.629 2.548
H: -4.518 -1.954 2.565
H: -2.819 -1.787 2.063
H: -4.036 -0.839 1.281
H: -5.362 -0.026 3.661
C: 5.004 -0.219 -5.129
C: 3.956 0.545 -4.359
C: 4.606 1.392 -3.279
O: 3.372 1.451 -5.316
H: 4.567 -0.804 -5.938
H: 5.451 -0.907 -4.411
H: 5.818 0.329 -5.604
H: 3.204 -0.089 -3.888
H: 5.149 0.741 -2.594
H: 3.795 1.833 -2.698
H: 5.244 2.198 -3.641
H: 3.100 0.945 -6.085
C: 3.810 3.502 3.499
C: 4.241 2.125 3.117
C: 3.476 1.495 1.955
O: 5.559 2.266 2.586
H: 2.722 3.555 3.552
H: 4.207 4.188 2.750
H: 4.218 3.848 4.448
H: 4.333 1.512 4.014
H: 3.322 2.169 1.112
H: 2.568 1.116 2.425
H: 3.999 0.583 1.669
H: 5.476 2.612 1.695
C: -0.385 -5.594 2.292
C: 0.976 -4.940 1.939
C: 2.128 -5.966 2.342
O: 1.100 -4.723 0.561
H: -1.232 -4.909 2.264
H: -0.293 -5.893 3.336
H: -0.596 -6.453 1.655
H: 1.059 -3.982 2.452
H: 3.111 -5.512 2.220
H: 2.033 -6.944 1.871
H: 1.967 -6.193 3.396
H: 0.660 -3.908 0.306
C: -5.044 -0.001 -1.926
C: -4.178 1.213 -1.627
C: -4.587 2.023 -0.339
O: -2.792 0.735 -1.533
H: -4.844 -0.833 -1.251
H: -4.772 -0.366 -2.917
H: -6.105 0.225 -1.818
H: -4.184 1.915 -2.461
H: -3.802 2.706 -0.016
H: -4.836 1.321 0.457
H: -5.499 2.617 -0.401
H: -2.256 1.531 -1.538
O: -2.813 -4.004 0.327
H: -2.983 -3.178 -0.127
H: -1.883 -3.968 0.551
O: -1.426 0.570 -4.312
H: -1.778 0.621 -3.423
H: -1.643 -0.315 -4.605
O: -2.440 -2.052 -1.699
H: -2.779 -1.170 -1.549
H: -2.283 -2.093 -2.642

Results of the Mulliken charge analysis, in e, for atoms 1 through 8: -1.01, 0.52, -0.45, -0.66, 0.32, 0.23, 0.04, 0.42

2.
# C21H63N9O9

A cluster of 9 separate species, C21H63N9O9 in total (ωB97M-V with the def2-TZVPD basis set, the OMol25 dataset).

Results
M = 585.789 g/mol
relative energy (zero: lowest compared OMol25 entry of this formula, charge and spin) = 45.4 kJ/mol
E_tot = -2007.884133 Eh
E_LUMO = 0.391 eV
total charge = 0
orbital gap = 0.3544 Eh
E_HOMO = -9.3 eV
SMILES = COC[C@H](C)N.COC[C@H](C)N.COC[C@H](C)N.NC(N)=O.NC(N)=O.NC(N)=O.CCO.CCO.CCO

Element x y z (Å)
C: -1.499 5.614 -1.173
O: -1.634 4.269 -0.688
C: -2.945 4.067 -0.166
C: -3.122 2.699 0.382
C: -2.696 1.679 -0.668
N: -4.558 2.624 0.639
H: -2.096 5.780 -2.106
H: -0.487 5.649 -1.588
H: -1.724 6.336 -0.386
H: -3.076 4.874 0.587
H: -3.704 4.333 -0.930
H: -2.418 2.660 1.264
H: -3.099 1.917 -1.666
H: -2.912 0.642 -0.391
H: -1.615 1.768 -0.793
H: -4.842 1.652 0.751
H: -4.898 3.132 1.461
C: -0.410 -1.154 -2.813
O: -0.907 -2.379 -2.193
C: -0.956 -3.521 -3.009
C: -1.221 -4.779 -2.180
C: -2.684 -4.791 -1.634
N: -0.322 -4.834 -1.083
H: 0.648 -1.139 -3.006
H: -0.430 -0.410 -2.022
H: -1.044 -0.912 -3.669
H: -1.734 -3.290 -3.763
H: 0.004 -3.673 -3.562
H: -1.078 -5.616 -2.854
H: -2.773 -3.871 -1.024
H: -3.004 -5.703 -1.045
H: -3.341 -4.750 -2.511
H: 0.620 -4.918 -1.418
H: -0.370 -3.880 -0.699
C: 2.107 1.929 -1.921
O: 1.836 2.486 -3.219
C: 0.629 3.254 -3.277
C: 0.647 4.177 -4.521
C: 1.676 5.283 -4.459
N: -0.713 4.785 -4.608
H: 2.998 1.304 -2.084
H: 1.225 1.378 -1.631
H: 2.240 2.707 -1.144
H: -0.276 2.579 -3.323
H: 0.571 3.899 -2.386
H: 0.946 3.494 -5.361
H: 1.413 5.892 -3.620
H: 1.678 5.869 -5.386
H: 2.656 4.834 -4.294
H: -1.389 4.051 -4.654
H: -0.767 5.435 -5.385
N: 2.357 -2.281 -1.283
C: 3.208 -3.309 -1.687
N: 4.429 -2.803 -1.886
O: 2.999 -4.528 -1.746
H: 1.690 -2.719 -0.646
H: 2.935 -1.609 -0.805
H: 4.611 -1.881 -2.229
H: 5.007 -3.479 -2.417
N: 0.944 3.079 1.313
C: 2.244 2.933 1.748
N: 2.662 1.719 1.464
O: 2.909 3.670 2.433
H: 0.575 2.297 0.804
H: 0.738 3.987 0.937
H: 3.657 1.606 1.612
H: 2.146 1.186 0.807
N: 0.416 -0.735 2.204
C: -0.043 -0.628 0.951
N: -0.935 -1.581 0.567
O: 0.477 0.165 0.117
H: 0.040 -1.439 2.873
H: 0.618 0.104 2.724
H: -1.216 -1.707 -0.406
H: -1.542 -1.990 1.253
C: 0.020 -5.124 3.199
C: -0.845 -4.438 2.155
O: -1.586 -3.360 2.818
H: 0.757 -5.790 2.716
H: -0.592 -5.744 3.877
H: 0.557 -4.398 3.807
H: -1.528 -5.117 1.667
H: -0.264 -3.992 1.364
H: -2.207 -3.837 3.380
C: -2.776 0.533 4.146
C: -1.530 1.293 3.650
O: -0.323 0.834 4.231
H: -2.489 -0.509 4.058
H: -3.643 0.736 3.531
H: -2.968 0.752 5.214
H: -1.618 2.350 3.895
H: -1.430 1.197 2.562
H: -0.082 1.261 5.060
C: 3.747 -2.351 2.969
C: 3.355 -1.936 4.361
O: 2.615 -2.936 4.959
H: 4.223 -3.324 3.111
H: 4.428 -1.773 2.337
H: 2.816 -2.619 2.472
H: 2.737 -0.993 4.292
H: 4.258 -1.643 4.924
H: 2.287 -2.561 5.773

Results of the Mulliken charge analysis, in e, for atoms 1 through 8: -0.86, -0.03, -1.45, 1.76, -1.11, -0.70, 0.32, 0.13

3.
# C21H63O28P7

A cluster of 7 separate species, C21H63O28P7 in total (ωB97M-V with the def2-TZVPD basis set, the OMol25 dataset).

Results
M = 980.525 g/mol
relative energy (zero: lowest compared OMol25 entry of this formula, charge and spin) = 0.0 kJ/mol
E_tot = -5334.591014 Eh
E_LUMO (alpha / beta) = 1.886 / 1.874 eV
total charge = -1
orbital gap (alpha / beta) = 0.0508 / 0.3696 Eh
expectation value of S² = 0.75
E_HOMO (alpha / beta) = 0.5 / -8.2 eV
spin multiplicity = 2

Element x y z (Å)
C: -1.992 -2.340 0.595
O: -2.413 -3.700 0.340
P: -1.516 -4.688 -0.639
O: -0.824 -5.749 0.065
O: -2.636 -5.311 -1.542
C: -3.073 -4.623 -2.738
O: -0.601 -3.692 -1.599
C: 0.131 -4.322 -2.584
H: -1.181 -1.992 -0.045
H: -1.677 -2.228 1.633
H: -2.858 -1.730 0.338
H: -2.797 -5.196 -3.623
H: -2.851 -3.574 -2.935
H: -4.162 -4.646 -2.787
H: 0.194 -3.881 -3.579
H: -0.269 -5.298 -2.856
H: 1.146 -4.462 -2.213
C: -1.435 0.969 0.800
O: -0.346 -0.002 0.993
P: 1.147 0.315 0.518
O: 1.377 1.763 0.394
O: 1.327 -0.225 -0.988
C: 0.736 0.241 -2.101
O: 2.166 -0.584 1.430
C: 2.054 -0.430 2.839
H: -1.678 0.971 -0.262
H: -0.982 1.914 1.100
H: -2.243 0.697 1.479
H: -0.128 0.897 -1.993
H: 0.384 -0.608 -2.686
H: 1.535 0.630 -2.733
H: 1.545 -1.342 3.151
H: 1.640 0.483 3.267
H: 3.060 -0.504 3.252
C: -3.011 -1.911 -6.579
O: -3.650 -0.773 -6.010
P: -2.954 0.023 -4.805
O: -2.343 -0.830 -3.760
O: -4.133 1.024 -4.305
C: -4.910 0.626 -3.170
O: -1.919 1.055 -5.646
C: -2.403 2.223 -6.234
H: -2.525 -1.577 -7.496
H: -3.623 -2.761 -6.880
H: -2.241 -2.300 -5.914
H: -4.547 -0.236 -2.610
H: -5.937 0.442 -3.483
H: -4.840 1.488 -2.506
H: -2.299 2.900 -5.386
H: -3.443 2.218 -6.562
H: -1.797 2.598 -7.059
C: 6.249 1.210 6.170
O: 5.944 0.206 5.281
P: 6.005 -1.388 5.716
O: 7.258 -2.007 5.283
O: 5.674 -1.380 7.370
C: 6.470 -2.080 8.289
O: 4.596 -2.092 5.135
C: 4.413 -3.448 5.293
H: 6.932 1.865 5.628
H: 6.685 0.802 7.081
H: 5.307 1.684 6.448
H: 7.526 -2.016 8.028
H: 6.098 -3.105 8.287
H: 6.345 -1.683 9.297
H: 3.631 -3.638 6.028
H: 5.331 -3.864 5.709
H: 4.195 -3.813 4.290
C: -0.049 4.705 6.523
O: 1.055 4.129 5.852
P: 2.262 4.981 5.246
O: 2.511 6.306 5.929
O: 3.450 3.919 5.044
C: 4.694 4.324 4.521
O: 1.664 5.103 3.686
C: 1.567 3.977 2.796
H: 0.124 5.752 6.774
H: -0.137 4.090 7.418
H: -0.897 4.609 5.845
H: 4.688 4.245 3.434
H: 5.474 3.668 4.908
H: 4.818 5.396 4.675
H: 2.119 3.137 3.217
H: 2.028 4.333 1.875
H: 0.544 3.653 2.603
C: -3.704 3.629 -0.804
O: -3.931 2.333 -0.158
P: -5.399 1.960 0.331
O: -6.468 1.925 -0.716
O: -4.941 0.508 0.913
C: -5.759 -0.245 1.793
O: -5.466 3.067 1.501
C: -6.823 3.348 2.017
H: -4.439 4.425 -0.687
H: -3.393 3.438 -1.831
H: -2.711 3.918 -0.461
H: -5.175 -0.610 2.638
H: -6.126 -1.094 1.216
H: -6.666 0.299 2.055
H: -7.575 2.601 1.763
H: -7.035 4.318 1.567
H: -6.901 3.443 3.100
C: 0.943 0.493 -6.145
O: 1.194 -0.765 -6.791
P: 2.509 -1.667 -6.522
O: 3.837 -1.040 -6.810
O: 2.251 -2.267 -5.024
C: 3.066 -2.224 -3.895
O: 2.206 -2.977 -7.429
C: 1.035 -3.747 -7.209
H: 0.526 0.288 -5.159
H: 0.216 1.104 -6.680
H: 1.957 0.892 -6.164
H: 3.357 -3.234 -3.609
H: 2.441 -2.067 -3.016
H: 3.980 -1.633 -3.842
H: 0.666 -4.014 -8.200
H: 0.325 -3.232 -6.562
H: 1.221 -4.715 -6.744

Results of the Mulliken charge analysis, in e, for atoms 1 through 8: -0.32, -0.17, 0.75, -0.74, -0.32, -0.80, 0.10, -0.88

4.
# C21H64N14O9

A cluster of 9 separate species, C21H64N14O9 in total (ωB97M-V with the def2-TZVPD basis set, the OMol25 dataset).

Results
M = 656.832 g/mol
relative energy (zero: lowest compared OMol25 entry of this formula, charge and spin) = 103.4 kJ/mol
E_tot = -2282.368688 Eh
E_LUMO = 0.244 eV
total charge = 0
orbital gap = 0.3354 Eh
E_HOMO = -8.9 eV
SMILES = COC[C@H](C)N.COC[C@H](C)N.COC[C@H](C)N.COC[C@H](C)N.NC(N)=O.NC(N)=O.NC(N)=O.NC(N)=O.NC(N)=O

Element x y z (Å)
C: 0.091 -2.053 -3.657
O: 1.355 -1.918 -4.279
C: 2.106 -0.941 -3.612
C: 3.587 -1.060 -3.934
C: 4.033 -0.676 -5.335
N: 3.992 -2.449 -3.599
H: -0.238 -1.108 -3.213
H: 0.063 -2.834 -2.896
H: -0.648 -2.254 -4.437
H: 1.749 0.089 -3.733
H: 2.131 -1.050 -2.516
H: 4.157 -0.424 -3.250
H: 3.333 -0.989 -6.117
H: 5.078 -0.870 -5.562
H: 3.931 0.415 -5.450
H: 4.647 -2.841 -4.262
H: 3.166 -3.034 -3.675
C: 0.082 -2.665 4.231
O: 0.810 -2.533 3.055
C: 1.706 -3.588 2.856
C: 2.507 -3.380 1.588
C: 1.656 -3.517 0.341
N: 3.583 -4.412 1.517
H: -0.431 -3.624 4.335
H: -0.606 -1.827 4.342
H: 0.710 -2.557 5.130
H: 2.407 -3.676 3.706
H: 1.205 -4.570 2.894
H: 3.007 -2.409 1.597
H: 0.681 -3.017 0.423
H: 1.295 -4.552 0.296
H: 2.103 -3.193 -0.594
H: 4.471 -3.991 1.786
H: 3.488 -5.047 2.311
C: -2.670 1.257 0.079
O: -1.896 0.149 -0.320
C: -0.841 -0.192 0.550
C: 0.161 0.922 0.666
C: 0.825 1.192 -0.699
N: 1.153 0.627 1.721
H: -2.936 1.221 1.140
H: -3.583 1.270 -0.516
H: -2.194 2.221 -0.135
H: -1.226 -0.486 1.543
H: -0.466 -1.169 0.236
H: -0.322 1.874 0.893
H: 0.771 0.349 -1.386
H: 1.856 1.529 -0.568
H: 0.390 2.088 -1.149
H: 1.287 -0.358 1.924
H: 2.023 0.993 1.356
C: -5.709 -0.209 3.257
O: -7.097 -0.342 3.017
C: -7.364 -1.173 1.911
C: -8.820 -1.682 1.914
C: -9.092 -2.279 0.556
N: -9.735 -0.523 2.135
H: -5.233 -1.186 3.398
H: -5.557 0.347 4.179
H: -5.283 0.312 2.395
H: -7.202 -0.659 0.955
H: -6.732 -2.068 2.021
H: -8.932 -2.376 2.747
H: -8.370 -3.081 0.360
H: -9.078 -1.614 -0.304
H: -10.055 -2.795 0.581
H: -9.337 0.007 2.913
H: -9.477 0.128 1.387
N: -0.194 1.777 5.864
C: 0.006 2.972 5.239
N: 0.481 2.843 3.973
O: -0.296 4.024 5.777
H: -0.128 0.879 5.420
H: -0.622 1.759 6.771
H: 0.851 1.956 3.666
H: 0.560 3.637 3.369
N: 5.019 0.395 0.698
C: 5.244 0.569 2.018
N: 5.629 -0.557 2.697
O: 5.041 1.637 2.591
H: 4.562 1.124 0.163
H: 5.231 -0.450 0.197
H: 5.794 -0.570 3.683
H: 5.820 -1.360 2.127
N: 4.299 4.936 -0.735
C: 4.093 3.729 -0.150
N: 3.818 3.829 1.214
O: 3.950 2.664 -0.737
H: 4.200 5.707 -0.096
H: 4.874 5.004 -1.554
H: 4.258 3.104 1.790
H: 3.991 4.772 1.542
N: -2.326 0.689 -3.087
C: -2.645 1.662 -3.975
N: -3.443 1.256 -5.014
O: -2.354 2.845 -3.867
H: -1.729 0.915 -2.311
H: -2.579 -0.273 -3.203
H: -3.549 0.287 -5.244
H: -3.737 2.001 -5.616
N: 1.913 3.289 -2.896
C: 2.431 2.880 -4.075
N: 1.527 2.873 -5.121
O: 3.623 2.711 -4.293
H: 2.515 3.347 -2.091
H: 1.011 3.728 -2.866
H: 1.825 2.635 -6.045
H: 0.569 3.039 -4.868

Results of the Mulliken charge analysis, in e, for atoms 1 through 8: -0.23, -0.51, -0.29, 0.76, -1.41, -0.72, -0.12, 0.26